{
  "formula": "C50H59HgN6O4P2S",
  "method": "wB97M-V/def2-TZVPD",
  "charge": -2,
  "gap_ev": [4.07, 4.08],
  "de_lowest_ev": 4.486,
  "multiplicity": 2,
  "symbols": ["Hg", "C", "C", "C", "P", "C", "C", "C", "C", "C", "C", "C", "C", "C", "N", "C", "C", "C", "C", "C", "C", "P", "C", "C", "C", "C", "C", "C", "H", "H", "H", "H", "H", "H", "H", "H", "H", "H", "H", "H", "H", "H", "H", "H", "H", "H", "H", "H", "H", "H", "H", "H", "H", "H", "H", "H", "H", "H", "H", "H", "H", "H", "H", "H", "O", "C", "N", "C", "C", "C", "C", "C", "C", "N", "C", "C", "C", "C", "C", "N", "H", "H", "H", "H", "H", "H", "H", "H", "H", "H", "N", "C", "S", "N", "C", "C", "C", "C", "C", "C", "H", "H", "H", "H", "H", "H", "H", "H", "O", "C", "C", "C", "C", "C", "C", "C", "O", "O", "H", "H", "H", "H", "H"],
  "positions_angstrom": [[-0.4447, -1.2039, -0.0878], [0.4982, -4.8005, 1.0756], [1.8760, -4.2810, 0.6534], [2.6456, -5.3502, -0.1332], [1.7508, -2.5341, -0.0058], [3.0477, -1.6995, 1.0496], [4.4555, -2.2011, 0.7453], [2.7359, -1.7533, 2.5478], [2.2460, -2.1076, -1.6670], [2.5917, -3.0744, -2.7788], [3.4181, -2.3067, -3.7844], [3.1162, -1.0175, -4.0710], [2.1934, -0.2730, -3.2888], [1.8897, -0.7931, -2.0198], [1.1996, -0.0183, -1.0549], [1.3632, 1.3050, -0.8816], [2.4899, 2.0992, -1.2441], [2.4204, 3.5222, -1.2647], [1.3862, 4.2633, -0.7773], [0.3398, 3.5242, -0.0284], [0.3884, 2.0604, -0.2334], [-2.7391, 2.8269, 1.6826], [-4.4628, 2.7006, 1.0389], [-4.4760, 1.8358, -0.2226], [-5.3701, 2.1086, 2.1185], [-2.9081, 4.1688, 2.9543], [-3.8056, 5.3525, 2.6039], [-1.5031, 4.6420, 3.3336], [0.6212, -5.6889, 1.7055], [-0.0899, -5.0574, 0.1946], [-0.0566, -4.0495, 1.6428], [2.4283, -4.0923, 1.5800], [2.5942, -5.2036, -1.2049], [2.2168, -6.3359, 0.0708], [3.6999, -5.3817, 0.1522], [2.9706, -0.6615, 0.7106], [4.5936, -3.2220, 1.1173], [5.2127, -1.5714, 1.2261], [4.6343, -2.1945, -0.3317], [3.1507, -2.6561, 3.0063], [1.6595, -1.7495, 2.7402], [3.1707, -0.8988, 3.0756], [3.2235, -3.8790, -2.3981], [4.1806, -2.8304, -4.3474], [3.6345, -0.5188, -4.8892], [1.9431, 0.7476, -3.5420], [3.3450, 1.6057, -1.6820], [3.2536, 4.0452, -1.7268], [1.3768, 5.3448, -0.8311], [0.3314, 3.8178, 1.0366], [-4.7954, 3.7102, 0.7743], [-4.2903, 0.7922, 0.0302], [-3.7203, 2.1398, -0.9478], [-5.4507, 1.9004, -0.7143], [-5.0923, 1.0713, 2.3238], [-6.4095, 2.1102, 1.7794], [-5.3273, 2.6681, 3.0566], [-3.3285, 3.6429, 3.8200], [-3.5288, 5.7899, 1.6426], [-3.7101, 6.1394, 3.3584], [-4.8571, 5.0695, 2.5490], [-1.1013, 5.3000, 2.5603], [-0.8121, 3.8032, 3.4448], [-1.5208, 5.1975, 4.2749], [-3.9636, -1.1795, 2.5620], [-2.8393, -1.0692, 2.0252], [-2.4946, -1.4428, 0.8114], [-3.5546, -1.9509, -0.0194], [-3.3431, -1.6546, -1.4925], [-4.3500, -1.9232, -2.4197], [-4.1045, -1.6834, -3.7575], [-2.8599, -1.2022, -4.1477], [-1.9138, -0.9769, -3.1668], [-2.1749, -1.1728, -1.8766], [-1.7664, -0.3571, 2.8383], [-2.0459, -0.0036, 4.1557], [-1.1132, 0.7410, 4.8545], [0.0648, 1.1177, 4.2237], [0.2658, 0.7060, 2.9159], [-0.6245, -0.0201, 2.2518], [-4.5193, -1.5352, 0.2936], [-3.6487, -3.0413, 0.0835], [-5.3014, -2.3173, -2.0828], [-4.8714, -1.8828, -4.4968], [-2.6175, -1.0331, -5.1879], [-0.9038, -0.6521, -3.4009], [-2.9936, -0.3049, 4.5782], [-1.3033, 1.0334, 5.8811], [0.8143, 1.7127, 4.7293], [1.1646, 0.9703, 2.3675], [1.0314, -3.3071, -4.7383], [1.3254, -3.8481, -3.4088], [-0.1234, -3.8184, -2.2913], [1.6106, -5.2930, -3.5725], [2.5508, -5.9297, -4.3168], [3.3170, -5.3076, -5.3227], [4.2470, -6.0338, -6.0432], [4.4630, -7.3908, -5.8178], [3.7046, -8.0148, -4.8335], [2.7718, -7.3079, -4.0989], [1.0363, -2.2938, -4.6575], [0.0768, -3.5895, -4.9426], [1.1021, -5.8464, -2.9026], [3.1347, -4.2656, -5.5321], [4.8194, -5.5221, -6.8102], [5.1982, -7.9431, -6.3897], [3.8453, -9.0715, -4.6291], [2.1946, -7.8095, -3.3289], [-2.3925, 5.8826, -1.1680], [-2.0838, 4.9739, -2.1386], [-2.3371, 5.3335, -3.4564], [-2.0260, 4.4631, -4.4885], [-1.4633, 3.2248, -4.2159], [-1.2128, 2.8678, -2.9000], [-1.5214, 3.7271, -1.8503], [-1.1542, 3.3142, -0.4455], [-2.1060, 3.8144, 0.4753], [-1.0133, 1.8972, -0.3312], [-2.3758, 5.3987, -0.3230], [-2.7828, 6.3016, -3.6473], [-2.2294, 4.7562, -5.5118], [-1.2162, 2.5385, -5.0148], [-0.7712, 1.9064, -2.6678]],
  "atomic_forces_ev_per_a": [[0.218, -0.608, 0.290], [-0.042, 0.060, -0.044], [-0.006, 0.013, 0.027], [0.025, -0.004, 0.008], [0.018, 0.153, -0.271], [-0.064, 0.081, 0.065], [0.011, 0.019, 0.009], [-0.015, -0.010, 0.015], [-0.091, 0.018, 0.043], [0.120, -0.041, 0.006], [-0.011, -0.004, -0.031], [0.066, 0.020, 0.005], [-0.064, -0.034, -0.048], [0.084, 0.036, 0.192], [-0.276, 0.118, -0.410], [0.423, -0.064, 0.006], [-0.021, -0.093, 0.020], [-0.095, 0.019, 0.008], [0.045, -0.045, -0.039], [0.082, 0.104, -0.057], [-0.219, 0.089, 0.093], [0.076, -0.047, 0.112], [-0.005, 0.089, -0.030], [-0.028, 0.005, 0.012], [-0.033, -0.049, -0.035], [-0.031, 0.012, 0.020], [-0.002, 0.002, 0.033], [0.023, -0.007, -0.009], [-0.007, -0.016, -0.019], [-0.004, 0.002, -0.031], [0.013, -0.006, 0.010], [-0.006, -0.078, -0.003], [-0.100, -0.015, -0.071], [0.043, -0.007, 0.067], [0.014, 0.067, -0.054], [-0.023, -0.016, -0.014], [-0.003, -0.012, -0.017], [-0.005, -0.009, 0.017], [-0.001, 0.008, -0.007], [-0.028, -0.015, -0.006], [0.003, 0.037, -0.012], [0.035, -0.008, 0.002], [-0.031, -0.011, 0.057], [0.032, -0.003, 0.013], [-0.002, -0.006, -0.009], [0.026, 0.075, 0.055], [-0.003, -0.008, -0.069], [0.007, -0.009, 0.013], [0.030, 0.005, 0.044], [-0.070, -0.048, -0.012], [0.005, -0.005, 0.010], [0.065, -0.069, 0.011], [0.003, 0.037, -0.014], [-0.011, -0.037, 0.024], [0.047, -0.003, 0.052], [-0.010, -0.002, -0.014], [-0.015, 0.017, -0.010], [-0.004, -0.003, 0.001], [0.026, 0.010, -0.008], [-0.014, -0.006, 0.010], [-0.007, -0.010, -0.006], [0.005, -0.007, -0.016], [-0.024, -0.005, 0.028], [-0.009, 0.033, -0.009], [-0.016, -0.014, 0.001], [-0.085, 0.078, 0.011], [-0.066, 0.219, -0.036], [0.019, -0.004, -0.029], [-0.023, -0.012, -0.003], [0.016, 0.016, 0.005], [0.013, 0.011, -0.007], [-0.014, -0.006, 0.008], [0.011, -0.006, -0.020], [0.028, 0.025, 0.085], [0.017, 0.010, -0.007], [0.002, 0.026, 0.001], [-0.028, -0.014, 0.022], [0.012, 0.019, -0.018], [-0.019, 0.017, 0.014], [-0.002, -0.017, -0.018], [0.011, -0.022, 0.013], [0.005, 0.003, -0.008], [-0.003, -0.006, 0.000], [-0.001, -0.004, -0.004], [-0.003, 0.005, -0.003], [0.008, 0.010, -0.001], [-0.001, -0.007, -0.006], [-0.001, 0.008, -0.001], [0.002, 0.002, 0.005], [0.021, -0.015, 0.008], [-0.120, -0.028, -0.004], [-0.004, 0.013, -0.004], [-0.045, -0.042, 0.093], [0.093, 0.015, 0.009], [0.013, -0.011, 0.018], [-0.019, 0.001, -0.004], [0.018, -0.005, -0.015], [-0.002, 0.008, 0.001], [0.001, -0.020, -0.004], [0.010, -0.005, 0.005], [0.032, -0.011, -0.028], [-0.005, 0.056, 0.019], [-0.034, 0.001, -0.016], [0.002, 0.020, -0.003], [0.000, 0.005, -0.003], [0.006, -0.002, -0.005], [-0.001, -0.001, 0.004], [-0.005, -0.003, 0.002], [-0.008, -0.040, 0.045], [0.041, 0.003, -0.031], [-0.004, 0.009, 0.012], [-0.002, -0.004, -0.008], [-0.002, 0.010, 0.015], [-0.010, -0.021, 0.028], [0.039, -0.066, -0.029], [0.000, 0.046, 0.070], [-0.109, 0.079, -0.147], [0.058, -0.074, -0.002], [-0.016, 0.034, -0.002], [0.001, 0.006, 0.000], [0.003, -0.001, -0.001], [0.008, -0.002, -0.003], [-0.006, -0.004, -0.028]]
}